{
  "formula": "C5H10O",
  "method": "wB97M-V/def2-TZVPD",
  "elements": ["C", "C", "C", "C", "O", "C", "H", "H", "H", "H", "H", "H", "H", "H", "H", "H"],
  "positions_angstrom": [[-0.8317, 0.5079, -1.7155], [-0.5009, -0.0913, -0.3406], [0.8676, -0.7926, -0.2320], [1.3254, -0.4214, 1.1871], [0.5974, 0.7545, 1.5698], [-0.5893, 0.7350, 0.9300], [-1.0638, -0.2782, -2.4463], [-1.7044, 1.1671, -1.6701], [-0.0025, 1.0966, -2.1486], [-1.2953, -0.5489, 0.3973], [0.7990, -1.8798, -0.3571], [1.5844, -0.4306, -0.9880], [2.3808, -0.1563, 1.2726], [1.0859, -1.2170, 1.9054], [-1.5086, -0.1070, 1.7258], [-1.1482, 1.6613, 0.9165]],
  "relative_energy_kcal_mol": 82.2,
  "e_tot_ev": -7391.2022,
  "homo_ev": -8.667,
  "max_force_ev_per_a": 4.6,
  "charge": 0,
  "gap_ev": 9.65,
  "spin_multiplicity": 1
}